(1)
A structure of composition C39H44CoN9O4S2 in a non-equilibrium geometry, computed with ωB97M-V/def2-TZVPD.

Element x y z (Å)
Co  -0.0639  0.2287  -0.0369
C  -3.9004  -0.0609  -1.6707
C  -2.4343  0.0101  -1.4052
N  -1.9146  0.1056  -0.2159
N  -2.6662  0.1361  0.9188
C  -1.8448  0.2134  1.9461
O  -0.5637  0.2479  1.8592
C  -2.4458  0.1985  3.3042
C  -1.6248  0.3814  4.4139
C  -2.1438  0.2941  5.6980
C  -3.4939  0.0315  5.8843
C  -4.3243  -0.1286  4.7807
C  -3.8066  -0.0431  3.4994
C  -1.4378  -0.0367  -2.4422
C  -1.7295  -0.0837  -3.8114
C  -0.6971  -0.1121  -4.7208
C  0.6197  -0.0833  -4.2603
C  0.8396  -0.0312  -2.8966
N  -0.1459  -0.0276  -2.0064
H  -4.4378  -0.0502  -0.7257
H  -4.1562  -0.9729  -2.2151
H  -4.2326  0.7893  -2.2714
H  -0.5788  0.6085  4.2483
H  -1.4957  0.4555  6.5483
H  -3.9012  -0.0371  6.8852
H  -5.3807  -0.3213  4.9215
H  -4.4397  -0.1658  2.6315
H  -2.7601  -0.0888  -4.1379
H  -0.9079  -0.1495  -5.7822
H  1.4602  -0.0998  -4.9386
H  1.8397  -0.0057  -2.4843
C  1.3877  0.8685  8.6550
O  0.5673  1.5654  7.7443
C  1.1720  2.4959  6.9412
C  0.3799  3.0420  5.9320
C  0.9035  3.9762  5.0614
C  2.2241  4.4026  5.2059
C  2.9872  3.8898  6.2409
C  2.4838  2.9197  7.0978
N  2.7946  5.4883  4.4663
N  2.6469  5.6255  3.2388
C  2.0914  4.6424  2.3806
C  1.2248  5.1345  1.4176
C  0.5793  4.2975  0.5406
C  0.8155  2.9041  0.5030
O  0.1641  2.1911  -0.3320
C  1.8449  2.4111  1.3945
N  2.2958  1.0885  1.3158
C  3.2429  0.6321  2.1533
C  3.8682  1.4645  3.0644
C  3.5206  2.7813  3.1420
C  2.4679  3.2773  2.3401
H  0.7637  0.0954  9.0982
H  1.7594  1.5265  9.4468
H  2.2375  0.4016  8.1487
H  -0.6471  2.7134  5.8368
H  0.2848  4.3746  4.2691
H  3.9959  4.2614  6.3718
H  3.1124  2.5272  7.8841
H  1.0355  6.2015  1.4083
H  -0.1389  4.6755  -0.1742
H  3.5265  -0.3959  2.0230
H  4.6557  1.0547  3.6816
H  4.0671  3.4521  3.7878
C  -2.6370  -4.7092  4.5427
C  -3.5549  -5.0083  3.3622
C  -2.9539  -4.7065  1.9911
C  -2.5755  -3.2430  1.7787
N  -1.2696  -2.9042  2.3182
C  -0.1722  -2.7216  1.5593
S  -0.1671  -2.9075  -0.1171
N  0.9607  -2.3697  2.1874
C  1.0971  -2.0644  3.5948
C  1.2262  -3.2940  4.4947
C  2.5905  -3.9778  4.4451
C  2.9330  -4.6225  3.1059
H  -3.0562  -5.0971  5.4723
H  -2.4968  -3.6349  4.6825
H  -1.6528  -5.1604  4.4012
H  -4.4770  -4.4279  3.4753
H  -3.8522  -6.0607  3.3941
H  -3.6817  -4.9872  1.2245
H  -2.0658  -5.3208  1.8153
H  -3.3126  -2.5896  2.2452
H  -2.5497  -3.0037  0.7170
H  -1.2364  -2.5677  3.2671
H  1.7232  -2.1280  1.5585
H  0.2613  -1.4349  3.9173
H  1.9847  -1.4346  3.6962
H  0.4470  -4.0150  4.2272
H  1.0216  -2.9809  5.5236
H  2.6191  -4.7424  5.2276
H  3.3626  -3.2469  4.7085
H  2.1178  -5.2608  2.7593
H  3.8311  -5.2360  3.1924
H  3.1129  -3.8832  2.3268
O  4.3059  -0.3772  -0.2151
S  2.9004  -0.9253  -0.2179
N  1.8549  0.2651  0.2944

Output
⟨S²⟩: 0.779
spin multiplicity: 2
net charge: -1
orbital gap (alpha / beta): 4.57 / 4.35 eV
energy relative to the best compared isomer or geometry (same formula, charge and spin): 59.9 kcal/mol
calculated total energy: -122055.8381 eV

***

(2)
A cluster of 2 separate species, C10H16O in total in a non-equilibrium geometry, computed with ωB97M-V/def2-TZVPD.

Element x y z (Å)
C  -0.8603  2.3478  2.2861
C  -0.2527  2.2197  -0.2101
C  -0.0200  1.8662  1.1342
C  0.5947  1.6910  -1.2068
C  1.6704  0.8979  -0.8737
C  1.0429  1.0196  1.3936
C  1.9937  0.5544  0.4359
O  2.3128  0.2279  -1.9126
H  -1.1662  2.7859  -0.3659
H  0.3465  1.7385  -2.2573
H  -1.3320  3.3233  2.2549
H  -0.3950  2.1936  3.2595
H  1.2289  0.7733  2.4408
H  3.2445  0.0841  -1.6883
H  2.8165  -0.0445  0.7929
H  -1.7083  1.6313  2.2548
C  -1.6284  -3.3059  0.1648
C  -2.7858  -2.3241  0.1262
C  -0.9468  -3.4120  -1.2533
H  -1.8437  -4.3525  0.3348
H  -0.9237  -2.9391  0.9123
H  -3.1350  -2.1379  1.1419
H  -2.4433  -1.4249  -0.3902
H  -0.5663  -2.4184  -1.4944
H  -3.6100  -2.6738  -0.5030
H  -1.6561  -3.6270  -2.0553
H  -0.1630  -4.1566  -1.1468

Output
⟨S²⟩: 0.760
spin multiplicity: 2
net charge: -1
orbital gap (alpha / beta): 2.72 / 7.04 eV
energy relative to the best compared isomer or geometry (same formula, charge and spin): 12.6 kcal/mol
calculated total energy: -12675.1848 eV

***

(3)
A structure of composition C11H22N3O4Y in a non-equilibrium geometry, computed with ωB97M-V/def2-TZVPD.

Element x y z (Å)
Y  0.0354  0.0914  0.2606
C  2.9034  -2.9048  -2.5861
N  1.4468  -2.8206  -2.8094
C  0.8897  -3.7149  -3.8501
C  0.6975  -1.9964  -2.1264
O  1.1506  -1.2199  -1.2378
C  -0.8050  -1.9703  -2.3505
O  -1.3021  -0.7459  -1.8156
C  -1.5451  0.2444  -2.8137
C  -1.4421  1.6060  -2.1709
O  -0.9280  1.6779  -1.0199
N  -1.8803  2.6495  -2.8258
C  -1.8344  4.0024  -2.2363
C  -2.5065  2.5166  -4.1602
H  3.1364  -3.9194  -2.2699
H  3.2041  -2.1956  -1.8273
H  3.4105  -2.6876  -3.5234
H  1.5606  -4.5638  -3.9412
H  0.8352  -3.2021  -4.8088
H  -0.0835  -4.1010  -3.5621
H  -1.2558  -2.8024  -1.8080
H  -1.0942  -2.0807  -3.3920
H  -2.5302  0.0820  -3.2474
H  -0.8022  0.1760  -3.6143
H  -1.2505  3.9864  -1.3262
H  -2.8495  4.3334  -2.0254
H  -1.3770  4.6676  -2.9640
H  -1.9787  1.7828  -4.7633
H  -2.4188  3.4734  -4.6653
H  -3.5596  2.2562  -4.0684
N  3.5650  2.0517  1.7557
C  2.5583  1.2302  1.5484
O  1.9210  1.3115  0.4433
C  2.1653  0.2165  2.5692
C  0.6504  -0.0876  2.5197
H  3.8450  2.7059  1.0428
H  4.0769  2.0313  2.6218
H  2.5248  0.5237  3.5549
H  2.7540  -0.6758  2.3283
H  0.1093  0.6446  3.1319
H  0.4696  -1.0429  3.0209

Output
spin multiplicity: 1
net charge: +2
orbital gap: 8.49 eV
energy relative to the best compared isomer or geometry (same formula, charge and spin): 0.0 kcal/mol
calculated total energy: -25456.5873 eV

***

(4)
An isolated molecule of C9H20N2Si2 in a non-equilibrium geometry, computed with ωB97M-V/def2-TZVPD.

Element x y z (Å)
C  -0.6601  2.5977  -0.0975
C  0.6580  3.1346  -0.0145
C  -0.6537  1.2554  -0.0487
C  -1.6905  -1.5708  -1.0583
C  -3.5544  0.8747  -0.6552
C  -2.3426  -0.5407  1.8274
C  1.9790  -1.1667  -1.7522
C  1.4813  -1.6708  1.3195
C  3.8426  0.1680  0.3608
N  1.5726  2.2208  0.0872
N  1.0760  1.0180  0.1020
Si  -2.0091  -0.0298  0.0140
Si  2.0681  -0.4240  0.0037
H  -1.5335  3.2165  -0.1876
H  0.9259  4.1754  -0.0184
H  -1.5308  -1.3013  -2.0977
H  -0.8215  -2.1232  -0.7179
H  -2.5404  -2.2461  -1.0223
H  -4.4262  0.2294  -0.6776
H  -3.8008  1.7315  -0.0365
H  -3.3904  1.2367  -1.6658
H  -3.3650  -0.8842  1.9570
H  -1.6888  -1.3437  2.1529
H  -2.1884  0.2971  2.4997
H  2.0985  -0.3948  -2.5064
H  2.7635  -1.9015  -1.9040
H  1.0310  -1.6580  -1.9398
H  0.4254  -1.5520  1.5340
H  1.6416  -2.6927  0.9907
H  2.0187  -1.5414  2.2537
H  4.5255  -0.6671  0.4838
H  4.2128  0.7862  -0.4513
H  3.8758  0.7667  1.2653

Output
⟨S²⟩: 2.017
spin multiplicity: 3
orbital gap (alpha / beta): 5.73 / 7.48 eV
calculated total energy: -28390.3207 eV

***

(5)
An isolated molecule of C4H9NO in a non-equilibrium geometry, computed with ωB97M-V/def2-TZVPD.

Element x y z (Å)
C  0.6824  0.4642  -2.5687
C  -0.1946  -0.1995  -1.1233
C  0.2536  0.3813  -0.0776
C  -0.6915  -0.2758  1.3301
N  -0.4085  0.6201  2.4024
O  -0.3982  -1.5924  1.7130
H  0.7846  -0.3802  -3.2504
H  1.6807  0.8370  -2.3374
H  0.0522  1.2489  -2.9854
H  -0.9952  -0.8707  -1.3839
H  1.0364  1.0772  0.1687
H  -1.7524  -0.2456  1.0785
H  0.5762  0.5531  2.6419
H  -0.9227  0.3484  3.2393
H  0.2968  -1.9659  1.1528

Output
spin multiplicity: 1
orbital gap: 10.27 eV
energy relative to the best compared isomer or geometry (same formula, charge and spin): 84.8 kcal/mol
calculated total energy: -7828.6417 eV
SMILES: C/C=C/[C@H](N)O

***

(6)
A structure of composition C27H35AlF6N2O18PS2 in a non-equilibrium geometry, computed with ωB97M-V/def2-TZVPD.

Element x y z (Å)
C  -3.6007  6.8086  4.8671
P  -5.3953  6.4351  4.4478
C  -5.7946  5.1112  5.7135
Al  -5.2453  5.1724  2.4331
C  -3.7125  3.8311  2.7286
C  -3.9832  2.4546  2.1250
C  -2.7893  1.4405  2.1615
S  -1.4585  2.0500  3.2439
C  -0.0110  1.1249  2.8697
S  0.7067  0.2989  4.0882
N  0.5748  1.1196  1.6025
C  0.0105  1.6534  0.4726
C  0.8879  1.4792  -0.5262
N  1.9931  0.8500  -0.0105
C  1.8174  0.6388  1.2337
H  -3.4553  7.8743  5.0291
H  -3.3030  6.2956  5.7823
H  -2.9109  6.4877  4.0856
H  -5.2135  4.1988  5.5472
H  -6.8429  4.8289  5.6392
H  -5.5774  5.4407  6.7298
H  -4.7885  6.1874  1.2547
H  -6.6393  4.4500  2.0751
H  -2.8169  4.2900  2.3125
H  -3.6436  3.7026  3.8121
H  -4.8049  1.9788  2.6548
H  -4.3153  2.5676  1.0933
H  -3.1249  0.4848  2.5556
H  -2.4739  1.2479  1.1405
H  -0.9320  2.1468  0.3662
H  0.7478  1.7783  -1.5457
H  2.5003  0.1835  1.9210
C  1.6860  -0.8612  -4.3683
C  1.3873  -0.5372  -5.8084
O  0.4678  0.5406  -5.6944
C  0.7566  1.1788  -4.5259
O  0.3655  2.2614  -4.2365
O  1.5561  0.4188  -3.7423
F  0.7806  -1.5773  -6.4407
H  0.9576  -1.5511  -3.9391
H  2.6860  -1.2640  -4.2244
H  2.2576  -0.2211  -6.3830
C  4.1818  -1.9852  -0.2565
C  5.5880  -1.7181  0.2127
O  6.3402  -2.6852  -0.5053
C  5.6651  -2.9306  -1.6659
O  6.1264  -3.4816  -2.6090
O  4.4011  -2.4518  -1.5959
F  5.7291  -1.9442  1.5426
H  3.6970  -2.7707  0.3256
H  3.5522  -1.0957  -0.2513
H  5.9621  -0.7207  -0.0230
C  5.5749  -3.2631  -7.0361
C  5.2938  -2.9795  -8.4921
O  4.3761  -1.9006  -8.4211
C  4.6473  -1.2263  -7.2697
O  4.2528  -0.1361  -7.0155
O  5.4315  -1.9643  -6.4512
F  4.6986  -4.0302  -9.1054
H  4.8383  -3.9412  -6.6038
H  6.5709  -3.6611  -6.8620
H  6.1666  -2.6734  -9.0713
C  1.8161  4.2552  -6.3459
C  3.2949  4.4920  -6.5208
O  3.4111  4.6937  -7.9183
C  2.2207  5.2132  -8.3452
O  2.0558  5.7375  -9.3939
O  1.2625  5.0521  -7.4011
F  4.0256  3.4054  -6.1672
H  1.5476  3.2103  -6.5002
H  1.4440  4.5752  -5.3768
H  3.6789  5.3683  -5.9953
C  -1.0829  -2.6513  4.9249
C  -2.4770  -3.0197  5.3679
O  -2.9408  -3.8142  4.2816
C  -1.8388  -4.3963  3.7220
O  -1.8777  -5.3185  2.9761
O  -0.7064  -3.7974  4.1448
F  -3.2736  -1.9357  5.4929
H  -1.0697  -1.7619  4.2953
H  -0.3988  -2.5037  5.7562
H  -2.5199  -3.6043  6.2901
C  -3.3495  -7.3163  5.8462
C  -4.6746  -6.6214  6.0349
O  -4.8049  -6.5928  7.4474
C  -3.5416  -6.5697  7.9644
O  -3.2755  -6.2842  9.0813
O  -2.6297  -6.9094  7.0160
F  -5.6981  -7.3375  5.5091
H  -3.4529  -8.4022  5.8423
H  -2.8343  -7.0038  4.9400
H  -4.7113  -5.6026  5.6449

Output
spin multiplicity: 1
net charge: -1
orbital gap: 4.66 eV
calculated total energy: -122264.2803 eV